[1]
DFT (wB97M-V/def2-TZVPD) results for 2 unconnected molecules or ions with the total composition C4H11FN2.

Properties
DFT total energy in eV: -10020.51772
Energy relative to the best compared isomer or geometry (same formula, charge and spin) in kcal per mole: 68.8
Frontier orbital gap (spin up / spin down) in eV: 8.36 / 8.24
HOMO energy (spin up / spin down) in eV: -7.47 / -7.25
Total charge: 0
Largest force on an atom in hartree/bohr: 0.1182

The geometry in XYZ format:
```
18
Properties=species:S:1:pos:R:3:forces:R:3
C -2.1334 -0.4565 -0.8647 1.714 2.703 -2.542
C -1.7245 0.6266 0.1990 0.870 -1.601 0.455
C -0.6432 0.1026 1.2497 1.065 4.188 -4.277
C 1.5895 -0.2530 0.1581 -1.501 -0.102 1.916
N 2.2845 0.8987 0.7364 -3.015 -1.925 -1.153
N 1.7486 -0.5026 -1.1933 0.369 -0.001 0.053
F 1.8736 -1.5322 0.7503 -0.087 1.338 -0.016
H -2.2736 -1.3821 -0.3549 -0.489 -0.755 -0.144
H -2.9698 -0.0194 -1.4724 -0.068 -0.915 1.088
H -1.3961 -0.5251 -1.7583 -0.492 -0.410 1.867
H -1.3901 1.5826 -0.2223 -0.125 -0.334 -0.088
H -2.7171 0.7729 0.6376 0.322 0.495 0.774
H -0.1277 0.9185 1.7700 -0.521 -0.707 0.333
H -0.8147 -0.8189 1.6165 -0.304 -2.848 1.635
H 3.2069 0.8111 0.4497 2.381 0.176 -0.126
H 2.1328 1.0215 1.7339 0.123 -0.319 -0.459
H 1.7536 0.2033 -1.8987 -0.172 0.500 0.156
H 1.6009 -1.4480 -1.5366 -0.070 0.518 0.530
```
Forces are in eV/Å.

=====

[2]
DFT (wB97M-V/def2-TZVPD) results for a molecular structure, C4H11FN3.

Properties
DFT total energy in eV: -11503.40517
Energy relative to the best compared isomer or geometry (same formula, charge and spin) in kcal per mole: 111.4
Frontier orbital gap (spin up / spin down) in eV: 8.53 / 8.53
HOMO energy (spin up / spin down) in eV: -13.43 / -13.43
Total charge: +1
Largest force on an atom in hartree/bohr: 0.0740

The geometry in XYZ format:
```
19
Properties=species:S:1:pos:R:3:forces:R:3
C 0.1826 -2.0953 1.0420 -1.814 1.602 -2.937
C 1.2104 1.6025 -1.1776 1.019 0.070 -1.431
C -2.1103 0.3092 -0.2332 0.974 -0.911 -2.956
C 0.1719 1.3695 -0.1433 -2.063 -0.179 0.969
N 0.0370 -0.8939 -0.5240 -2.427 -2.345 -0.357
N -0.6806 0.2162 -0.5275 1.866 0.777 0.862
N 1.0873 -1.6284 1.7563 0.954 -0.278 0.489
F 0.7595 0.9936 1.0794 1.019 -0.299 0.361
H -0.0123 -3.1485 0.8948 0.377 -0.292 0.021
H 0.9723 2.0223 -2.1802 -0.930 -0.313 0.880
H 1.5926 0.6034 -1.3904 0.208 0.030 -0.033
H 2.0665 2.2092 -0.9241 0.029 0.215 0.910
H -2.3014 0.6561 0.7328 -0.317 0.744 1.479
H -2.5483 0.8760 -1.0714 -0.214 0.064 0.801
H -2.3979 -0.7083 -0.3514 -0.982 -0.746 0.160
H -0.5341 2.0973 0.3009 0.454 0.500 -1.487
H -0.5045 -1.6338 -1.0724 0.760 1.132 1.006
H 1.8520 -2.2277 1.9963 0.532 -0.159 1.238
H 1.1575 -0.6196 1.7932 0.555 0.388 0.027
```
Forces are in eV/Å.

=====

[3]
DFT (wB97M-V/def2-TZVPD) results for a gas-phase ion, C4H11IN (charge +1).

Properties
DFT total energy in eV: -13908.81660
SMILES string: CC[C@](C)([NH3+])I
Energy relative to the best compared isomer or geometry (same formula, charge and spin) in kcal per mole: 32.4
Frontier orbital gap in eV: 10.21
HOMO energy in eV: -13.87
Total charge: +1
Largest force on an atom in hartree/bohr: 0.1471

The geometry in XYZ format:
```
17
Properties=species:S:1:pos:R:3:forces:R:3
C 0.3229 -2.0191 -0.1231 0.541 -0.166 -0.415
C 0.3065 -0.8146 0.7009 0.821 2.202 0.833
C -0.5082 0.3092 0.0895 1.479 0.876 -1.794
C 0.1748 0.8130 -1.4724 -1.267 2.814 6.908
N -0.2913 1.5521 0.9484 0.435 1.367 0.541
I -2.5762 0.0301 -0.0322 -0.398 -0.187 -0.133
H 0.8567 -1.9036 -1.0367 0.169 0.155 -0.868
H -0.6008 -2.4712 -0.2521 -2.375 -0.124 -0.852
H 0.7411 -2.8321 0.3589 1.742 -1.374 1.335
H 1.3416 -0.3452 0.7371 -0.782 -0.789 0.204
H -0.0155 -0.9769 1.7371 0.005 -0.153 -0.168
H 1.2052 0.9438 -1.3978 2.091 -0.810 0.235
H -0.1582 0.0958 -2.0601 -1.580 -2.483 -3.473
H -0.1139 1.8644 -1.4501 -1.027 -0.291 -1.366
H 0.7495 1.6889 0.8454 -1.113 0.284 1.010
H -0.7344 2.3342 0.4656 0.084 0.124 -0.381
H -0.6998 1.7311 1.9416 1.175 -1.445 -1.616
```
Forces are in eV/Å.

=====

[4]
DFT (wB97M-V/def2-TZVPD) results for a molecular structure, C4H11IN2.

Properties
DFT total energy in eV: -15402.60714
Energy relative to the best compared isomer or geometry (same formula, charge and spin) in kcal per mole: 17.2
Frontier orbital gap (spin up / spin down) in eV: 6.94 / 6.63
HOMO energy (spin up / spin down) in eV: -6.08 / -8.33
Total charge: 0
Largest force on an atom in hartree/bohr: 0.1024
2S+1: 3

The geometry in XYZ format:
```
18
Properties=species:S:1:pos:R:3:forces:R:3
C -1.6778 -1.1603 0.6965 -0.071 0.017 0.111
C -0.9794 0.1737 -1.3422 -0.157 -0.020 0.143
C 2.7511 0.7001 0.4995 0.467 0.078 0.207
C -1.2196 0.1427 0.1408 3.458 0.479 0.285
N 1.3764 0.9347 0.0905 1.239 -0.090 -0.433
N 0.5017 0.3767 0.8854 -4.178 -1.182 -2.979
I 0.0727 1.4276 2.8235 -0.221 1.126 2.979
H -2.7105 -1.3266 0.3810 -0.050 -0.097 0.022
H -1.0613 -1.9737 0.3222 0.023 -0.103 -0.007
H -1.6462 -1.1546 1.7825 -0.020 -0.028 0.084
H -0.2922 -0.6203 -1.6293 0.033 -0.035 -0.063
H -0.5643 1.1261 -1.6646 -0.017 0.038 -0.064
H -1.9200 0.0214 -1.8727 -0.078 -0.001 -0.066
H 3.2644 0.0982 -0.2521 0.033 0.037 -0.025
H 3.2945 1.6347 0.6506 -0.041 -0.024 -0.047
H 2.7466 0.1435 1.4406 -0.003 0.126 -0.154
H -1.7570 1.0079 0.5125 0.076 0.052 0.160
H 1.2102 1.8681 -0.2910 -0.493 -0.373 -0.152
```
Forces are in eV/Å.

=====

[5]
DFT (wB97M-V/def2-TZVPD) results for a gas-phase ion, C4H11INO (charge +1).

Properties
DFT total energy in eV: -15955.90109
SMILES string: CC(C)(C[NH3+])OI
Energy relative to the best compared isomer or geometry (same formula, charge and spin) in kcal per mole: 48.5
Frontier orbital gap in eV: 8.76
HOMO energy in eV: -12.57
Total charge: +1
Largest force on an atom in hartree/bohr: 0.0912

The geometry in XYZ format:
```
18
Properties=species:S:1:pos:R:3:forces:R:3
C -0.2452 -0.5089 1.4680 -4.007 2.324 0.744
C -0.4309 -0.4595 0.0095 -2.567 0.747 -3.277
C 0.5315 -1.3625 -0.7361 -1.969 -1.366 0.580
C -0.2568 0.9270 -0.6984 -0.775 0.383 1.859
N 1.1254 1.3800 -0.1896 0.255 1.116 -0.317
O -1.8343 -0.8962 -0.4104 3.395 -0.627 -0.121
I -3.3922 0.0828 0.1061 -1.119 0.862 0.581
H -0.4351 0.4542 2.0328 -0.260 -0.755 -0.773
H 0.7188 -0.7065 1.6652 3.219 -1.654 1.216
H -1.0459 -1.1988 1.7753 0.967 -0.204 0.607
H 0.1979 -2.4302 -0.7154 0.641 0.821 0.405
H 0.4764 -1.0638 -1.7447 0.401 0.073 -1.378
H 1.4811 -1.1815 -0.2925 1.112 -0.625 0.058
H -1.0021 1.6437 -0.3122 0.487 -0.131 0.085
H -0.4137 0.9385 -1.8005 0.973 -0.285 0.772
H 1.7905 0.6399 -0.3266 0.493 -0.620 -0.557
H 1.2080 1.5376 0.8367 -0.817 0.172 -0.700
H 1.5266 2.2042 -0.6670 -0.427 -0.231 0.217
```
Forces are in eV/Å.

=====

[6]
DFT (wB97M-V/def2-TZVPD) results for a molecular structure, C4H11INO.

Properties
DFT total energy in eV: -15956.56772
Energy relative to the best compared isomer or geometry (same formula, charge and spin) in kcal per mole: 33.1
Frontier orbital gap in eV: 9.58
HOMO energy in eV: -12.95
Total charge: +1
Largest force on an atom in hartree/bohr: 0.0911

The geometry in XYZ format:
```
18
Properties=species:S:1:pos:R:3:forces:R:3
C -1.0548 -1.8371 -0.3596 -0.496 -1.669 0.512
C 1.9641 1.2820 0.6101 -0.403 0.546 -1.767
C -1.2963 -0.5565 0.3361 -1.297 1.295 -0.468
C -0.4974 0.6628 -0.1425 1.392 -2.576 1.521
N 1.0484 0.1639 0.1487 -0.990 0.345 2.829
O -0.6383 0.8528 -1.4321 -2.459 -3.122 -0.490
I -3.3196 0.0586 0.0438 -0.644 0.160 -0.122
H -1.1017 -1.6817 -1.3945 0.476 -0.093 -1.671
H -0.2303 -2.4778 -0.0100 0.380 0.679 -0.251
H -1.8954 -2.5068 -0.1566 -0.075 0.192 0.060
H 1.7056 2.1286 -0.0627 0.306 -0.339 0.623
H 2.0735 1.6439 1.6360 -1.073 -0.754 0.060
H 2.9109 0.9347 0.3175 1.521 -0.095 -0.290
H -1.3682 -0.7580 1.3703 0.769 0.555 1.394
H -0.5386 1.5514 0.4523 -0.226 0.452 0.663
H 0.8553 -0.5463 0.8645 0.416 0.495 0.496
H 1.4987 -0.4394 -0.5161 0.102 0.252 -1.323
H -0.1159 1.5250 -1.7053 2.299 3.676 -1.777
```
Forces are in eV/Å.

=====

[7]
DFT (wB97M-V/def2-TZVPD) results for 2 unconnected molecules or ions with the total composition C4H11INO.

Properties
DFT total energy in eV: -15951.51224
Energy relative to the best compared isomer or geometry (same formula, charge and spin) in kcal per mole: 149.7
Frontier orbital gap (spin up / spin down) in eV: 8.45 / 8.45
HOMO energy (spin up / spin down) in eV: -11.68 / -11.68
Total charge: +1
Largest force on an atom in hartree/bohr: 0.1006

The geometry in XYZ format:
```
18
Properties=species:S:1:pos:R:3:forces:R:3
C 0.3756 -0.0055 -2.1203 -1.666 0.403 -3.257
C 0.3026 -1.5697 -0.3636 -3.208 0.770 2.176
C 0.4991 0.7859 0.1297 4.593 0.834 -2.226
C -1.5289 1.2543 1.3582 -0.291 -1.152 -0.640
N -0.2956 1.4342 0.9351 -1.598 -0.586 -0.041
O 0.0207 -0.1705 -0.7662 0.864 -1.440 1.970
I -2.8963 -0.2528 0.6927 0.911 0.932 0.331
H 1.4748 -0.1034 -2.4124 -1.439 -0.226 0.930
H -0.3569 -0.7957 -2.6328 1.992 1.929 0.518
H 0.0302 1.0435 -2.2944 0.353 -0.999 -0.551
H 1.2169 -1.9177 -0.5981 3.567 -0.339 -1.061
H 0.1642 -1.6495 0.7382 -0.393 0.056 -1.172
H -0.4061 -2.0232 -0.9966 -1.032 -1.398 0.022
H 1.5826 1.0972 -0.1815 -2.502 -0.106 1.097
H 0.7324 -0.1386 2.3672 0.033 -0.524 0.239
H -1.7698 1.6457 2.3072 -0.378 0.863 0.534
H 0.6437 -0.8588 2.5585 0.040 0.320 0.172
H 0.2107 2.2244 1.2793 0.154 0.663 0.959
```
Forces are in eV/Å.

=====

[8]
DFT (wB97M-V/def2-TZVPD) results for a molecular structure, C4H11InNO.

Properties
DFT total energy in eV: -12974.02740
Energy relative to the best compared isomer or geometry (same formula, charge and spin) in kcal per mole: 32.9
Frontier orbital gap (spin up / spin down) in eV: 5.76 / 3.56
HOMO energy (spin up / spin down) in eV: -29.17 / -28.23
Total charge: +4
Largest force on an atom in hartree/bohr: 0.0869
2S+1: 2

The geometry in XYZ format:
```
18
Properties=species:S:1:pos:R:3:forces:R:3
In -1.9722 -0.6386 2.9259 -0.691 0.326 0.927
C 1.2210 1.7809 -0.8205 -0.711 0.249 0.074
C 0.0297 0.9526 -0.1997 -0.614 -3.600 1.825
C 0.4120 -0.5472 -0.0032 0.760 -0.061 0.553
O -0.5891 -1.4219 0.6252 1.134 -0.412 -2.160
C -0.8150 -2.5255 -0.2273 -2.857 0.064 0.379
N -0.5938 1.5321 0.9951 3.058 1.373 -2.953
H 1.9304 1.8345 0.0053 0.500 0.615 0.979
H 0.9685 2.7971 -1.1233 0.306 0.892 -0.128
H 1.6479 1.3076 -1.7048 -0.617 -0.647 -0.711
H -0.7753 0.8675 -0.9296 -0.362 0.612 -1.508
H 1.2951 -0.6797 0.6219 0.429 0.328 1.086
H 0.8621 -1.0259 -0.8729 -0.695 -0.006 -0.790
H -1.1050 -2.1487 -1.2081 0.752 0.323 -0.997
H -1.6620 -3.1601 0.0333 -0.121 0.017 1.205
H -0.0172 -3.2593 -0.3423 1.567 -0.398 -0.219
H -0.9496 2.4033 0.6282 -2.409 0.929 0.165
H 0.1125 1.9314 1.5967 0.570 -0.603 2.273
```
Forces are in eV/Å.